Record 1
The following is a quantum chemistry calculation of a 7-piece molecular cluster, C27H38FIN2O20P overall, from the Open Molecules 2025 dataset.

## Properties
HOMO energy = -12.3 eV
E_LUMO = -3.99 eV
DFT total energy = -92647.4165 eV

Structure (ORCA input):
```
! wB97M-V def2-TZVPD RIJCOSX def2/J DEFGRID3
* xyz 1 1
C -0.859 3.352 3.980
H -3.498 2.409 4.166
O -2.005 3.524 3.278
C -0.430 6.424 6.888
O 5.766 -3.495 0.803
H -3.966 -1.934 -3.127
C -4.530 -1.558 -5.850
O -5.238 -1.050 -6.650
H 2.385 2.110 -0.517
O -1.103 3.354 5.296
H 8.128 0.494 0.733
C 3.725 -5.086 -1.411
C 1.392 6.975 5.669
O -4.285 -2.890 -5.759
H -2.876 3.256 6.367
H 2.427 7.212 5.895
C 8.456 -0.027 -0.167
C -3.298 -1.840 -3.978
N 0.143 0.745 -0.424
O -0.755 7.562 6.233
O 0.209 3.208 3.468
C 0.451 8.166 5.744
H 4.156 -0.055 0.773
H -6.769 -4.657 -2.478
F -1.699 -2.603 -1.655
H 3.835 -4.581 -2.373
H -2.332 -1.512 -3.610
N 0.706 -0.060 -1.308
H 3.199 2.101 -2.095
O -4.222 0.396 0.250
C -1.810 -0.643 -0.365
H -2.162 2.221 0.619
C 4.818 -6.111 -1.163
I 0.944 -2.433 -3.147
H 4.081 -0.092 -1.524
C 2.282 1.849 -1.564
O -3.836 -0.892 -4.889
H 4.507 -6.894 -0.471
C 2.072 0.362 -1.781
C -3.231 -3.102 -4.824
O -7.460 -2.148 -1.412
C 5.238 -4.243 0.046
C 3.152 -0.476 -1.110
C -7.391 -3.880 -2.922
H -4.574 0.575 -0.634
H 7.554 -1.878 0.619
H -9.183 -2.765 -2.358
H 0.781 8.913 6.466
C 7.809 -1.393 -0.317
H -0.695 1.943 1.543
C -8.299 -3.211 -1.903
H 0.257 8.641 4.788
O 3.948 -4.140 -0.361
H -2.288 -3.184 -5.370
H 3.008 -1.375 0.873
O -6.539 -2.789 -3.318
P -3.485 -1.032 0.443
C -1.157 -1.469 -1.231
H -2.124 0.952 1.851
O 5.826 -5.314 -0.525
H 5.223 -6.558 -2.065
H 2.075 0.200 -2.858
H 1.335 6.455 4.711
H 9.540 -0.041 -0.208
H -8.591 -3.851 -1.078
C -1.545 1.450 1.076
C -3.113 3.430 4.186
C -1.058 0.482 0.053
H -7.906 -4.271 -3.794
H 1.477 2.432 -2.008
H -3.409 -4.018 -4.267
H -3.893 4.120 3.879
C 6.791 0.093 -1.685
C -2.460 3.781 5.513
O 6.603 -1.070 -1.031
H -2.457 4.850 5.715
O -4.195 -1.957 -0.667
H 8.404 -2.068 -0.932
H 2.720 -5.490 -1.322
H -4.463 -1.518 -1.494
O 0.865 6.114 6.684
O -5.815 -0.915 -2.328
C 0.118 -1.168 -1.730
O 7.940 0.678 -1.309
O -1.187 5.779 7.540
H 3.108 -1.521 -1.413
H 2.445 0.291 0.832
C -6.545 -1.869 -2.343
C 3.185 -0.399 0.426
O 6.026 0.536 -2.487
*
```

Record 2
The following is a quantum chemistry calculation of C27H38N6O9Si2 as an isolated structure in a non-equilibrium geometry, from the Open Molecules 2025 dataset.

## Properties
HOMO energy = -8.8 eV
E_LUMO = -1.02 eV
DFT total energy = -71723.7798 eV

Structure (ORCA input):
```
! wB97M-V def2-TZVPD RIJCOSX def2/J DEFGRID3
* xyz 0 1
C 4.740 1.856 -7.173
C 0.836 4.423 6.043
C -5.501 -1.779 -5.129
H -3.394 -4.649 -4.879
H 3.363 -1.597 6.006
O 4.286 3.170 -2.645
O -0.909 0.058 -4.137
H -2.518 -5.146 -0.974
H 2.632 1.856 -3.905
C -2.123 -1.576 0.611
H -1.894 1.950 -4.383
H -2.602 -0.374 -1.390
H 1.059 -0.984 -3.936
C -0.378 6.484 5.708
H -2.178 -3.636 1.106
H -1.227 -6.183 -2.530
O -0.901 -3.206 -2.402
C -0.128 5.344 6.474
H -2.011 -6.349 -4.334
C 1.974 -0.392 7.115
H 0.125 7.587 3.926
N -3.635 -1.575 0.657
H -2.192 -7.720 -3.038
C 2.363 -1.171 6.023
C -1.672 -0.706 -0.720
C 0.175 -0.826 5.012
O 6.068 3.789 -3.765
H -1.126 7.204 6.032
H -2.147 -3.232 -5.404
H -6.454 -1.073 -5.089
H -0.535 -0.982 4.203
C 0.204 -0.447 -3.314
C -3.004 -3.543 -4.670
C 0.693 0.162 7.158
H -1.199 0.385 6.150
H 0.392 0.762 8.015
O 2.984 -2.732 3.856
H -0.631 -2.944 1.311
H 0.750 0.460 -2.762
C 2.744 1.224 -5.955
H 2.310 3.938 4.517
C 1.294 5.785 4.101
H 1.842 5.960 3.177
C -0.998 1.506 -3.775
H -4.301 -4.588 -1.230
C 4.475 2.507 -4.862
H -1.947 0.205 1.801
N 1.088 3.211 6.832
N 1.853 -2.225 3.836
H 1.776 0.728 -5.929
N 4.980 3.204 -3.672
H -3.410 -2.161 -2.342
C -0.204 -0.051 6.110
H -0.689 5.188 7.393
O 1.031 -2.379 2.920
H 0.012 2.047 -4.085
C -3.304 -4.846 -1.821
H 0.807 -1.822 -1.027
C 0.329 6.700 4.523
H 5.322 1.848 -8.092
O -3.454 -6.039 -2.671
C 1.555 4.642 4.860
C -2.164 -6.541 -3.167
Si -0.408 -1.612 -1.856
H -1.163 0.324 -0.393
O 1.962 2.429 6.428
H -3.963 -0.915 1.395
C 3.230 1.864 -4.813
H 6.205 2.992 -6.088
C 5.236 2.501 -6.038
H -1.230 1.685 -2.638
Si -2.610 -3.289 -2.797
N -1.484 -2.948 0.700
C -4.318 -2.569 -5.021
C 1.458 -1.389 4.976
H -4.043 -2.530 0.759
O 0.409 3.036 7.854
H 2.668 -0.219 7.934
C 3.496 1.223 -7.130
H -2.163 -1.229 2.639
H 3.111 0.728 -8.020
N -1.627 -0.791 1.841
*
```

Record 3
The following is a quantum chemistry calculation of C27H39As3Cl2CsI2N4O2S2 as an isolated structure in a non-equilibrium geometry, from the Open Molecules 2025 dataset.

## Properties
HOMO energy = -5.0 eV
energy relative to the best compared isomer or geometry (same formula, charge and spin) = 1.660 eV
E_LUMO = 1.94 eV
DFT total energy = -284670.2609 eV

Structure (ORCA input):
```
! wB97M-V def2-TZVPD RIJCOSX def2/J DEFGRID3
* xyz -1 1
H -3.345 0.877 -3.927
As -1.891 -1.763 -0.912
C -0.114 -0.751 4.244
H -2.908 0.311 1.056
H 2.768 2.594 -1.439
As 1.057 0.732 -1.059
C 0.465 -0.950 5.487
H 1.130 3.278 -1.352
C -0.121 -0.394 6.607
C 3.555 -1.859 -4.740
C 3.721 0.863 4.261
C 4.218 -1.994 -2.454
C -3.291 1.932 -4.194
H -3.732 -3.285 -0.075
C 1.813 2.545 -0.916
H 6.914 -1.649 -4.455
H -2.876 2.078 1.125
Cl 2.344 -1.823 -5.977
C -2.264 -2.640 -2.644
H 1.365 -1.545 5.547
C 4.502 1.702 3.482
N 2.707 0.164 3.783
C 3.184 -2.033 -3.398
H -2.314 -3.719 -2.499
C 5.875 -1.734 -4.166
H -6.036 2.407 -2.740
C -3.034 1.221 0.466
C -2.142 2.573 -1.445
C -2.287 0.045 -1.618
C 4.877 -1.715 -5.125
N -1.909 0.876 7.630
Cs 1.056 -2.581 0.116
H -2.768 1.141 5.139
I 2.241 -7.712 -2.162
Cl 3.850 -2.089 -0.767
H 4.681 2.395 1.445
H -1.708 0.110 3.128
C 5.544 -1.863 -2.828
C -1.289 0.366 6.493
H -3.752 -1.790 0.860
S 0.604 -1.474 2.794
H -5.557 2.612 -1.055
C -5.244 2.208 -2.017
C -1.274 -0.006 4.113
H 1.982 2.773 0.132
H -1.455 -2.432 -3.347
H -2.527 1.655 7.480
H 5.324 2.273 3.887
H -3.206 -2.297 -3.075
H 0.165 1.940 -3.243
C -3.649 -2.200 -0.143
N 1.415 -0.417 1.909
H 0.145 0.174 -3.458
N 3.147 1.064 1.622
O 1.439 -2.592 3.177
H -2.089 3.380 -0.709
I 1.846 -4.755 -2.523
H -4.038 2.136 -4.962
H -5.121 1.130 -1.928
H 6.310 -1.859 -2.065
H -1.659 0.139 -2.505
C 2.434 0.273 2.458
H -4.457 -1.823 -0.773
H 0.320 -0.537 7.587
C 0.681 1.008 -3.006
C -1.859 0.558 5.233
C -2.026 1.236 -0.692
H -0.414 2.068 0.479
H 5.114 -1.599 -6.173
H 1.667 1.044 -3.476
H -1.263 2.699 -2.084
S 1.518 -2.368 -2.941
H -0.647 0.354 0.685
C -0.624 1.144 -0.069
H -1.318 0.981 8.437
As -3.618 3.123 -2.661
H -4.062 1.251 0.099
H -2.309 2.137 -4.620
C 4.142 1.757 2.142
H 3.914 0.738 5.325
O -0.511 -1.859 1.933
H -3.329 0.040 -1.945
*
```

| no. | Kohn-Sham gap (eV) |
| --- | --- |
| 1 | 8.31 |
| 2 | 7.74 |
| 3 | 6.90 |